# 1
The following is a quantum chemistry calculation of C10H7NO3 in the gas phase at a distorted geometry, from OMol25.

The energy relative to the best compared isomer or geometry (same formula, charge and spin) comes out at 384.7 kJ/mol. The structure (SMILES) is O=C(Oc1ccco1)c1cccnc1. The lowest unoccupied orbital energy is -0.005 Eh. As for the spin multiplicity: 1. The calculation puts the HOMO energy at -8.334 eV.

Atoms and positions in Å:
1 C -0.093 0.898 0.058
2 C 1.947 -0.276 0.052
3 C 2.650 0.929 0.078
4 C 4.050 0.547 -0.193
5 C 3.982 -0.765 -0.249
6 C -1.480 0.317 0.187
7 C -1.605 -0.942 0.412
8 C -3.010 -1.496 0.000
9 C -4.027 -0.543 -0.176
10 C -2.713 1.183 -0.010
11 H 2.298 1.824 0.363
12 H 4.978 1.190 -0.343
13 H 4.746 -1.437 -0.024
14 H -0.781 -1.531 0.758
15 H -2.995 -2.636 -0.091
16 H -5.102 -0.912 -0.710
17 H -2.616 2.255 -0.179
18 N -3.935 0.791 -0.232
19 O 0.324 2.047 0.136
20 O 0.671 -0.219 0.181
21 O 2.711 -1.226 -0.020

=====

# 2
The following is a quantum chemistry calculation of a molecular structure, C10H8AuN2Se2Te2, from OMol25.

The energy relative to the best compared isomer or geometry (same formula, charge and spin) comes out at 0.0 kJ/mol. Its expectation value of S² is 2.015. The lowest unoccupied orbital energy (alpha / beta) is -0.139 / -0.193 Eh. As for the spin multiplicity: 3. Its total charge is +1. The calculation puts the HOMO energy (alpha / beta) at -10.537 / -10.620 eV.

Atoms and positions in Å:
1 Au 0.238 0.238 0.000
2 Se 2.842 0.034 0.000
3 Te 4.074 2.160 0.000
4 Te 2.160 4.074 0.000
5 Se 0.034 2.842 0.000
6 C -4.210 0.693 0.000
7 C -4.682 -0.611 0.000
8 C -3.772 -1.655 0.000
9 C -2.407 -1.371 0.000
10 N -1.983 -0.103 0.000
11 C -2.841 0.896 0.000
12 C -1.371 -2.407 0.000
13 C -1.656 -3.772 0.000
14 C -0.611 -4.682 0.000
15 C 0.692 -4.210 0.000
16 C 0.896 -2.841 0.000
17 N -0.103 -1.983 0.000
18 H -4.877 1.537 0.000
19 H -5.742 -0.812 0.000
20 H -4.130 -2.671 0.000
21 H -2.422 1.896 0.000
22 H -2.671 -4.130 0.000
23 H -0.812 -5.743 0.000
24 H 1.537 -4.877 0.000
25 H 1.896 -2.422 0.000

=====

# 3
The following is a quantum chemistry calculation of C10H8BFO4 in the gas phase at a distorted geometry, from OMol25.

The energy relative to the best compared isomer or geometry (same formula, charge and spin) comes out at 131.4 kJ/mol. The structure (SMILES) is O=C(O)c1c(F)ccc2c1OB(O)[C@@H]1C[C@H]21. The lowest unoccupied orbital energy is 0.016 Eh. As for the spin multiplicity: 1. The calculation puts the HOMO energy at -8.740 eV.

Atoms and positions in Å:
1 O -1.821 -0.423 2.632
2 F 1.306 -3.007 2.288
3 O -1.593 3.213 0.083
4 O -0.162 -1.347 3.806
5 O -1.059 0.816 0.479
6 B -1.087 2.028 -0.327
7 C -0.738 -0.956 2.650
8 C 1.850 -1.945 0.199
9 C 1.703 -1.167 -0.871
10 C 1.153 -1.921 1.395
11 C -0.079 -0.169 0.354
12 C 0.103 -1.032 1.472
13 C 0.676 -0.290 -0.824
14 C -0.980 0.812 -2.611
15 C 0.474 0.662 -2.023
16 C -0.336 1.904 -1.765
17 H -2.016 3.383 0.925
18 H -0.799 -1.034 4.573
19 H 2.611 -2.671 0.050
20 H 2.228 -1.290 -1.764
21 H -1.704 0.152 -2.025
22 H -0.929 0.876 -3.695
23 H 1.178 0.559 -2.773
24 H 0.022 2.849 -2.227

=====

# 4
The following is a quantum chemistry calculation of C10H8ClNO3 in the gas phase at a distorted geometry, from OMol25.

The energy relative to the best compared isomer or geometry (same formula, charge and spin) comes out at 20.5 kJ/mol. The structure (SMILES) is COC(=O)O[C@@]1(Cl)C=Nc2ccccc21. The lowest unoccupied orbital energy is 0.012 Eh. As for the spin multiplicity: 1. The calculation puts the HOMO energy at -9.001 eV.

Atoms and positions in Å:
1 C -1.072 -1.471 -2.962
2 C -0.751 -0.385 -3.734
3 C -1.099 -1.315 -1.527
4 C -0.404 0.875 -3.216
5 C -0.797 -0.122 -1.013
6 C -0.446 0.991 -1.847
7 C -0.031 1.921 0.127
8 C 0.807 -0.091 2.224
9 C -0.760 0.314 0.431
10 C 1.911 -0.670 4.137
11 N -0.007 2.120 -1.107
12 O 0.834 1.105 2.344
13 O 0.037 -0.560 1.181
14 O 1.546 -0.991 2.808
15 Cl -2.401 0.766 1.091
16 H -1.318 -2.412 -3.499
17 H -0.621 -0.429 -4.781
18 H -1.434 -2.154 -0.994
19 H -0.128 1.598 -3.844
20 H 0.142 2.638 0.848
21 H 2.349 -1.530 4.542
22 H 1.017 -0.308 4.727
23 H 2.627 0.113 4.065

=====

# 5
The following is a quantum chemistry calculation of a molecular structure, C10H8HgN2O5Se at a distorted geometry, from OMol25.

The energy relative to the best compared isomer or geometry (same formula, charge and spin) comes out at 42.2 kJ/mol. The lowest unoccupied orbital energy is -0.363 Eh. As for the spin multiplicity: 1. Its total charge is +2. The calculation puts the HOMO energy at -16.513 eV.

Atoms and positions in Å:
1 O -5.312 -1.070 -1.771
2 C -4.388 -0.404 -1.774
3 Hg -0.124 1.099 -0.816
4 O -3.476 3.369 -3.337
5 C -2.809 2.692 -2.713
6 C 0.526 3.171 -1.591
7 O 1.508 3.776 -1.632
8 C -0.804 0.117 -3.670
9 O -0.822 -0.177 -4.774
10 C -2.538 2.342 0.639
11 O -3.209 2.923 1.361
12 C -0.372 -0.665 3.033
13 N 0.788 -0.867 2.176
14 C 2.120 -0.892 2.569
15 C 2.860 -1.158 1.463
16 N 1.994 -1.288 0.390
17 C 2.408 -1.620 -0.968
18 C 0.703 -1.199 0.851
19 Se -0.860 -1.290 -0.181
20 H -1.266 -0.500 2.417
21 H -0.220 0.214 3.667
22 H -0.541 -1.542 3.673
23 H 2.388 -0.694 3.592
24 H 3.925 -1.226 1.364
25 H 3.187 -0.926 -1.317
26 H 2.786 -2.653 -1.021
27 H 1.549 -1.532 -1.631

=====

# 6
The following is a quantum chemistry calculation of C10H8N2O4S in the gas phase at a distorted geometry, from OMol25.

The structure (SMILES) is O=c1cc(Sc2ccc(O)cc2)[nH]c(=O)n1O. The lowest unoccupied orbital energy is 0.001 Eh. As for the spin multiplicity: 1. The calculation puts the HOMO energy at -8.595 eV.

Atoms and positions in Å:
1 O 3.717 0.155 1.039
2 O 2.769 -2.969 -2.123
3 O -3.478 3.601 -0.043
4 O 4.797 -1.347 -0.900
5 S -1.015 -1.789 0.694
6 C 2.974 -0.693 0.562
7 C 2.508 -2.292 -1.146
8 C 1.570 -0.749 0.984
9 C 0.710 -1.581 0.285
10 C -1.820 2.013 -0.702
11 C -3.365 1.472 1.106
12 C -1.243 0.724 -0.569
13 C -2.769 0.242 1.255
14 C -2.885 2.370 0.111
15 C -1.719 -0.173 0.398
16 N 1.200 -2.320 -0.758
17 N 3.451 -1.502 -0.453
18 H -3.091 4.101 -0.782
19 H 5.233 -0.654 -0.362
20 H 1.264 -0.142 1.832
21 H -1.546 2.700 -1.487
22 H -4.206 1.805 1.713
23 H -0.543 0.412 -1.281
24 H -3.119 -0.511 1.978
25 H 0.605 -2.873 -1.352